This record from OMol25 describes a 10-piece molecular cluster, C25H62Cl6N2O7 overall in a non-equilibrium geometry. The level of theory is wB97M-V/def2-TZVPD.

Summary:
- Electronic energy: -119379.69419 eV
- LUMO level: 0.291 eV
- 2S+1: 1
- Energy above the lowest of the compared OMol25 structures with the same formula, charge and spin: 0.0 kJ/mol
- SMILES: CC(N)=O.CC(N)=O.CC(C)O.CC(C)O.CC(C)O.CC(C)O.CC(C)O.ClCCCl.ClCCCl.ClCCCl

The geometry in XYZ format:
```
102
C25H62Cl6N2O7 wB97M-V/def2-TZVPD
Cl -2.7216 2.5909 -4.1302
C -1.3642 3.6492 -3.6858
C -1.8073 4.9696 -3.1193
Cl -2.9109 4.8774 -1.7177
H -0.6931 3.7578 -4.5360
H -0.7942 3.0829 -2.9469
H -2.3181 5.5893 -3.8519
H -0.9157 5.5174 -2.8138
Cl -4.6419 0.0954 -2.3539
C -4.8455 1.5318 -1.3457
C -4.8235 1.1132 0.1225
Cl -5.4069 2.4390 1.1722
H -5.7686 2.0738 -1.5426
H -4.0211 2.2003 -1.5792
H -3.7880 0.9269 0.3932
H -5.4625 0.2607 0.3175
Cl 1.6539 -3.5789 4.8598
C 0.8689 -1.9845 4.6695
C 0.3435 -1.4282 5.9609
Cl -1.0325 -2.4399 6.5390
H 0.1287 -2.1289 3.8886
H 1.6172 -1.3036 4.2590
H -0.0832 -0.4385 5.8676
H 1.0779 -1.4987 6.7578
C -3.2619 -4.1077 -3.7271
C -1.8769 -3.5986 -3.3868
C -0.7776 -4.1654 -4.2671
O -1.9034 -2.1674 -3.6209
H -3.3119 -5.1839 -3.5504
H -3.4709 -3.9637 -4.7902
H -4.0219 -3.5799 -3.1543
H -1.7112 -3.7822 -2.3184
H -0.9389 -3.9024 -5.3115
H -0.7864 -5.2627 -4.2613
H 0.2010 -3.8499 -3.9058
H -0.9766 -1.8944 -3.5473
C 0.8349 2.0987 4.7651
C 0.3881 2.9245 3.5836
C 1.4424 3.9109 3.0974
O 0.2058 2.0729 2.4169
H 1.0828 2.7527 5.6114
H 1.6997 1.4670 4.5732
H 0.0049 1.5193 5.1759
H -0.6087 3.3539 3.7386
H 2.4087 3.4049 3.0162
H 1.5520 4.7837 3.7429
H 1.2329 4.2029 2.0697
H -0.4890 1.4037 2.6101
C 1.6759 1.0668 -3.7403
C 0.5358 0.4137 -4.5109
C 0.4600 0.8484 -5.9819
O 0.6255 -1.0160 -4.5274
H 1.6947 2.1503 -3.8878
H 2.6520 0.6373 -3.9522
H 1.4214 0.9879 -2.6773
H -0.3964 0.6838 -4.0089
H 1.4060 0.7067 -6.5087
H 0.2815 1.9320 -6.0240
H -0.3938 0.3896 -6.4731
H 1.3733 -1.2571 -5.0856
C 5.0340 -1.4530 2.7801
C 4.7297 -0.1784 1.9969
C 3.3761 0.4049 2.3994
O 5.6852 0.8277 2.4253
H 5.0785 -1.2721 3.8535
H 5.9619 -1.9380 2.4812
H 4.1628 -2.1108 2.6616
H 4.7348 -0.2239 0.9037
H 2.5705 -0.2707 2.0608
H 3.0612 1.2988 1.8588
H 3.2043 0.4889 3.4713
H 6.5178 0.6279 1.9780
C -0.0842 -1.3350 0.5755
C 0.0699 -0.4577 -0.6728
C -1.1051 0.4865 -0.8883
O 1.2447 0.3626 -0.4578
H 0.8704 -1.8235 0.7871
H -0.7118 -2.1904 0.2803
H -0.5103 -0.9137 1.4848
H 0.2206 -1.1600 -1.4924
H -1.9984 -0.0819 -1.1599
H -0.8374 1.1724 -1.6922
H -1.2615 1.0333 0.0436
H 1.1852 0.7300 0.4333
O 3.5663 -3.7486 -2.7116
C 3.2450 -2.8291 -1.9771
N 3.3086 -1.5289 -2.3974
C 2.7013 -3.0794 -0.5755
H 2.9292 -0.7661 -1.8660
H 3.4027 -1.4720 -3.3960
H 2.6864 -2.1815 0.0464
H 3.4012 -3.7322 -0.0572
H 1.6954 -3.4783 -0.6638
O -1.5917 0.1060 3.2175
C -2.7096 0.2617 3.6950
N -3.5499 -0.7837 3.7948
C -3.2336 1.6305 4.0353
H -3.0609 -1.6613 3.6974
H -4.4549 -0.6942 4.2132
H -4.3092 1.8033 3.9779
H -2.7236 2.3608 3.4119
H -3.0465 1.9143 5.0772
```